# 1
Computed, not measured: C47H56FeN3O5 as an isolated structure at a distorted geometry, with the ωB97M-V functional and the def2-TZVPD basis.

Structure (XYZ):
```
112
Properties=species:S:1:pos:R:3:mulliken_spin:R:1
O -8.15 1.24 -0.57 -0.10
C -7.55 0.39 -1.12 0.08
Fe -6.85 -1.07 -1.87 1.68
C -7.27 -2.05 -0.38 0.04
O -7.49 -2.65 0.58 -0.07
C -8.49 -1.52 -2.54 0.05
O -9.53 -1.77 -3.01 -0.06
C -4.96 -0.49 -1.42 -0.02
C -5.08 0.54 -2.48 0.09
C -6.12 0.00 -3.40 -0.15
C -6.05 -1.33 -3.80 0.15
C -5.47 -2.27 -2.95 0.19
C -4.90 -1.84 -1.76 0.12
H -4.62 -0.18 -0.43 0.03
H -5.39 1.50 -2.06 0.03
H -4.11 0.76 -2.99 -0.01
H -6.71 0.70 -3.98 0.00
H -6.56 -1.66 -4.71 0.03
H -5.56 -3.34 -3.16 0.00
H -4.48 -2.56 -1.05 -0.08
C 0.21 2.94 -0.43 -0.01
C 0.61 3.92 0.69 -0.01
C 1.87 4.71 0.26 0.01
C -0.55 4.92 0.78 0.00
C 0.82 3.32 2.12 0.02
C 1.50 4.16 3.00 0.00
C 1.71 3.80 4.33 0.00
C 1.26 2.58 4.81 0.00
C 0.60 1.67 3.99 0.02
C 0.18 0.35 4.74 0.01
C 0.05 -0.84 3.81 0.03
C -1.22 0.45 5.37 0.00
C 1.31 -0.10 5.68 0.00
C 0.36 2.07 2.63 -0.05
N -0.05 1.09 1.62 0.25
C 0.94 0.17 1.18 -0.05
C 2.96 1.52 -0.19 0.01
C 3.29 0.90 -1.47 0.17
C 2.46 0.50 -2.58 0.22
C 3.04 -0.19 -3.64 0.19
C 4.45 -0.44 -3.64 0.32
N 5.05 -1.37 -4.54 0.03
O 6.28 -1.59 -4.40 0.18
O 4.36 -1.95 -5.41 0.16
C 5.27 0.06 -2.62 0.24
C 4.69 0.74 -1.59 0.07
N 0.34 -0.68 0.26 0.27
C 1.21 -1.60 -0.43 0.04
C 2.52 -1.77 0.09 0.01
C 3.01 -1.09 1.36 -0.01
C 4.53 -0.91 1.49 0.01
C 2.59 -2.13 2.47 0.03
C 2.39 0.33 1.33 0.13
C 3.35 -2.73 -0.47 0.00
C 2.94 -3.44 -1.58 0.02
C 1.69 -3.20 -2.12 0.01
C 0.80 -2.26 -1.61 0.00
C -0.49 -2.12 -2.49 -0.10
C -0.11 -1.86 -3.96 0.01
C -1.43 -0.99 -2.11 0.05
C -1.25 -3.45 -2.43 0.01
C -0.99 -0.77 0.74 0.11
C -1.25 0.35 1.44 0.19
H -0.84 2.67 -0.34 0.01
H 0.38 3.43 -1.41 -0.01
H 0.79 2.03 -0.37 0.02
H 1.89 5.72 0.71 0.00
H 2.81 4.22 0.55 0.00
H 1.91 4.86 -0.82 0.00
H -0.32 5.76 1.45 0.00
H -0.78 5.31 -0.22 0.00
H -1.44 4.39 1.16 0.00
H 1.87 5.11 2.63 0.00
H 2.27 4.47 4.98 0.00
H 1.46 2.30 5.84 0.00
H 0.97 -0.81 3.20 -0.05
H 0.10 -1.87 4.17 0.00
H -0.86 -0.82 3.22 0.00
H -1.28 1.07 6.27 0.00
H -1.93 0.88 4.65 0.00
H -1.56 -0.56 5.62 0.00
H 1.30 0.41 6.65 0.00
H 1.21 -1.18 5.87 0.00
H 2.29 0.10 5.21 0.00
H 2.52 2.52 -0.38 0.13
H 1.38 0.70 -2.62 0.03
H 2.50 -0.62 -4.50 0.01
H 6.34 -0.15 -2.62 0.03
H 5.34 1.14 -0.81 0.00
H 4.95 -0.52 0.57 0.00
H 4.74 -0.19 2.30 0.00
H 5.03 -1.85 1.75 0.00
H 1.56 -2.52 2.38 0.00
H 3.21 -3.04 2.27 0.00
H 2.82 -1.80 3.50 0.00
H 1.02 -0.52 2.01 0.11
H 2.61 0.90 2.26 0.03
H 3.85 1.63 0.46 0.01
H 4.28 -2.95 0.03 0.00
H 3.61 -4.17 -2.02 0.00
H 1.39 -3.78 -2.99 0.01
H 0.54 -2.63 -4.38 0.00
H -1.03 -1.83 -4.56 0.01
H 0.39 -0.89 -4.06 0.00
H -1.97 -1.20 -1.19 0.03
H -0.90 -0.03 -2.03 0.01
H -2.20 -0.88 -2.89 -0.03
H -1.46 -3.74 -1.39 0.00
H -2.20 -3.37 -2.97 0.03
H -0.67 -4.26 -2.89 0.01
H -1.64 -1.63 0.56 0.00
H -2.19 0.71 1.83 0.01
```

As for the spin multiplicity: 6. The energy is -98724.6249 eV.



# 2
Computed, not measured: an isolated ion of composition C2H4ClN2 and charge +1 at a distorted geometry, with the ωB97M-V functional and the def2-TZVPD basis.

Structure (XYZ):
```
9
Properties=species:S:1:pos:R:3:mulliken_charge:R:1
C 0.53 -1.15 -0.93 0.38
C -0.46 0.50 0.68 -0.63
N 0.04 -0.28 -0.31 0.13
N 1.17 -1.80 -1.80 -0.29
Cl 0.69 -3.21 -2.76 0.11
H -1.62 0.53 0.62 0.31
H -0.01 0.38 1.64 0.34
H -0.49 1.62 0.31 0.30
H 1.99 -1.31 -2.22 0.34
```

Its energy above the lowest of the compared OMol25 structures with the same formula, charge and spin is 189.5 kJ/mol. The SMILES is CN=C=[NH+]Cl. As for the net charge: +1.



# 3
Computed, not measured: a 4-piece molecular cluster, CH9NO3 overall, with the ωB97M-V functional and the def2-TZVPD basis.

Structure (XYZ):
```
14
Properties=species:S:1:pos:R:3:mulliken_charge:R:1
C 3.10 -0.12 -1.18 -0.26
N 1.99 -0.56 -0.81 -0.42
H 3.18 0.82 -1.73 0.24
H 4.06 -0.62 -1.02 0.21
H 2.14 -1.43 -0.29 0.23
H -1.56 2.67 1.11 0.32
H -1.07 3.23 2.50 0.33
O -1.32 3.47 1.59 -0.64
H -1.14 -2.20 -0.56 0.32
H -0.69 -1.64 -1.88 0.33
O -1.48 -1.97 -1.43 -0.65
H -2.68 -1.24 0.99 0.31
H -2.11 0.13 1.07 0.31
O -2.43 -0.57 1.65 -0.63
```

Its energy above the lowest of the compared OMol25 structures with the same formula, charge and spin is 103.9 kJ/mol. The SMILES is C=N.O.O.O.



# 4
Computed, not measured: a 2-piece molecular cluster, C7H14S overall at a distorted geometry, with the ωB97M-V functional and the def2-TZVPD basis.

Structure (XYZ):
```
22
Properties=species:S:1:pos:R:3:mulliken_charge:R:1
C 1.21 0.86 -1.16 -0.45
C -0.94 1.65 0.76 -0.40
C 2.56 0.30 -0.76 -0.53
C 2.19 -0.92 0.15 -0.65
C 1.06 -0.42 1.00 -0.49
C -2.43 1.65 0.61 -1.11
C -1.45 -2.18 -1.21 -1.04
S -0.07 0.40 -0.20 0.25
H 0.96 1.70 -1.84 0.39
H -0.57 2.71 0.65 0.23
H 3.25 0.00 -1.56 0.34
H 3.00 1.04 -0.10 0.23
H 1.94 -1.81 -0.46 0.25
H 3.09 -1.38 0.56 0.36
H 0.57 -1.23 1.63 0.32
H 1.47 0.46 1.64 0.32
H -2.63 1.99 -0.38 0.30
H -2.95 0.72 0.62 0.32
H -2.91 2.38 1.27 0.33
H -2.50 -2.14 -1.28 0.37
H -0.98 -1.68 -2.00 0.35
H -0.80 -2.80 -0.60 0.31
```

Its energy above the lowest of the compared OMol25 structures with the same formula, charge and spin is 686.0 kJ/mol.



# 5
Computed, not measured: a 2-piece molecular cluster, C5H15NO overall at a distorted geometry, with the ωB97M-V functional and the def2-TZVPD basis.

Structure (XYZ):
```
22
Properties=species:S:1:pos:R:3:mulliken_spin:R:1
C -0.87 1.01 1.07 0.08
C -0.25 1.84 2.18 0.04
C 0.13 0.82 -0.08 0.57
N 1.06 -0.34 0.09 -0.60
C 0.41 -1.61 0.34 0.59
C 1.81 -0.48 -1.14 0.76
H -1.75 1.53 0.66 -0.02
H -1.21 0.04 1.40 -0.10
H 0.75 1.52 2.46 0.00
H -0.18 2.86 1.80 0.00
H -0.92 1.89 3.05 -0.06
H 0.82 1.65 -0.03 0.25
H -0.35 0.74 -1.05 -0.50
H 1.17 -2.38 0.50 -0.21
H -0.22 -1.96 -0.48 -0.01
H -0.17 -1.62 1.25 0.14
H 1.30 -0.93 -2.00 -0.32
H 2.25 0.47 -1.49 -0.04
H 2.70 -1.08 -0.99 0.01
H -1.94 -2.05 -2.27 -0.23
H -2.03 -0.66 -2.94 -0.27
O -2.51 -1.26 -2.34 0.93
```

As for the spin multiplicity: 2. Its energy above the lowest of the compared OMol25 structures with the same formula, charge and spin is 78.5 kJ/mol. As for the net charge: -1.



# 6
Computed, not measured: C2H5NO as an isolated structure at a distorted geometry, with the ωB97M-V functional and the def2-TZVPD basis.

Structure (XYZ):
```
9
Properties=species:S:1:pos:R:3:mulliken_charge:R:1
C 0.18 1.34 -0.01 -0.36
C 0.13 -1.09 -0.33 -0.83
N -0.28 0.21 0.39 0.42
O -1.33 0.09 1.08 -0.65
H -0.49 2.31 0.76 0.26
H 1.08 1.26 -0.58 0.23
H -0.24 -1.29 -1.29 0.29
H 1.18 -1.01 -0.44 0.34
H -0.22 -1.82 0.41 0.29
```

Its energy above the lowest of the compared OMol25 structures with the same formula, charge and spin is 463.9 kJ/mol.



# 7
Computed, not measured: the molecule C5H9NO2 at a distorted geometry, with the ωB97M-V functional and the def2-TZVPD basis.

Structure (XYZ):
```
17
Properties=species:S:1:pos:R:3:mulliken_charge:R:1
C 0.27 0.76 0.30 0.11
C 1.22 -0.17 -0.70 0.29
C -0.08 0.04 1.68 -0.67
C -1.57 -0.37 1.51 -0.56
C -1.76 -0.28 -0.05 -0.43
H -1.40 1.78 -0.36 0.22
H 0.79 1.70 0.39 0.49
H 0.70 -0.78 1.85 0.31
H 0.13 0.71 2.65 0.26
H -1.77 -1.34 1.91 0.34
H -1.98 0.43 2.13 0.28
H -1.16 -1.26 -0.38 0.18
H -2.89 -0.35 -0.48 0.34
H 0.31 0.46 -2.13 0.42
N -1.03 0.91 -0.51 -0.53
O 2.26 -0.63 -0.30 -0.56
O 0.98 -0.31 -2.01 -0.48
```

Its energy above the lowest of the compared OMol25 structures with the same formula, charge and spin is 179.5 kJ/mol. The SMILES is O=C(O)[C@@H]1CCCN1.